1.
Density functional theory data (the ωB97M-V functional and the def2-TZVPD basis) for the molecule C4H12N2O at a distorted geometry.

**HOMO-LUMO gap**: 10.0 eV
**E_tot**: -9369.0043 eV
**Max |F|**: 1.90 eV/Å
**SMILES string**: CNCCNCO
**HOMO energy**: -9.0 eV

Cartesian coordinates (Å):
1 C -1.001 -0.078 0.029
2 N -1.003 0.325 1.482
3 C -0.387 -0.737 2.297
4 O -0.953 -0.787 3.585
5 C 0.110 0.652 -0.706
6 N 0.484 -0.143 -1.899
7 C 1.624 0.397 -2.668
8 H -1.978 0.249 -0.338
9 H -0.987 -1.157 -0.128
10 H -1.998 0.388 1.679
11 H -0.541 -1.716 1.841
12 H 0.682 -0.535 2.391
13 H -1.448 0.009 3.786
14 H -0.180 1.601 -1.152
15 H 0.938 0.851 -0.026
16 H 0.813 -1.050 -1.604
17 H 2.086 1.205 -2.081
18 H 1.366 0.887 -3.610
19 H 2.373 -0.362 -2.881

=====

2.
Density functional theory data (the ωB97M-V functional and the def2-TZVPD basis) for a cluster of 2 separate species, C4H12N2O in total at a distorted geometry.

**HOMO-LUMO gap (alpha / beta)**: 7.7 / 7.7 eV
**E_tot**: -9366.4476 eV
**Max |F|**: 4.97 eV/Å
**HOMO energy (alpha / beta)**: -6.9 / -6.9 eV

Cartesian coordinates (Å):
1 C -0.055 -0.368 2.053
2 C 0.585 -1.593 -0.137
3 C 0.358 1.540 -1.746
4 C -0.535 -1.033 0.789
5 N -0.712 1.622 -0.725
6 N -1.473 0.611 -0.244
7 O -1.500 -1.978 0.990
8 H 0.521 -1.074 2.598
9 H -0.855 -0.044 2.606
10 H 0.670 0.423 1.844
11 H 0.998 -0.988 -0.847
12 H 0.049 -2.428 -0.516
13 H 1.364 -2.033 0.562
14 H 1.276 0.940 -1.600
15 H -0.230 1.161 -2.615
16 H 0.724 2.506 -1.897
17 H -0.327 2.085 0.036
18 H -1.941 0.166 -1.051
19 H -2.161 -1.616 1.619

=====

3.
Density functional theory data (the ωB97M-V functional and the def2-TZVPD basis) for a cluster of 2 separate species, C4H12N2O in total at a distorted geometry.

**HOMO-LUMO gap**: 11.1 eV
**E_tot**: -9368.5697 eV
**Max |F|**: 1.42 eV/Å
**SMILES string**: [H]/N=C(/C)ON.CC
**HOMO energy**: -10.2 eV

Cartesian coordinates (Å):
1 C -1.132 0.007 1.418
2 C -0.769 -1.373 -1.731
3 C 0.139 0.318 2.191
4 C 0.363 -0.580 -1.170
5 N 1.385 -1.088 -0.672
6 H 2.103 -0.418 -0.401
7 H -1.229 -1.064 1.264
8 H -2.012 0.347 1.966
9 H -0.597 -1.521 -2.792
10 H -1.703 -0.836 -1.604
11 H -0.810 -2.338 -1.243
12 H 0.151 -0.211 3.152
13 H 1.010 0.008 1.630
14 H 0.221 1.386 2.389
15 N 1.293 1.611 -1.059
16 O 0.157 0.817 -1.417
17 H -1.117 0.546 0.440
18 H 0.939 2.334 -0.438
19 H 1.611 2.056 -1.925

=====

4.
Density functional theory data (the ωB97M-V functional and the def2-TZVPD basis) for a cluster of 2 separate species, C4H12N2O in total at a distorted geometry.

**HOMO-LUMO gap**: 9.2 eV
**E_tot**: -9367.8454 eV
**Max |F|**: 3.99 eV/Å
**SMILES string**: C=NCCCN.O
**HOMO energy**: -8.5 eV

Cartesian coordinates (Å):
1 C -1.464 -1.375 0.512
2 C -1.371 -0.555 -0.754
3 C -0.052 0.328 -0.998
4 C 0.267 2.250 0.596
5 N -0.012 1.643 -0.512
6 N -0.204 -2.097 0.842
7 H -2.185 -2.177 0.327
8 H -1.751 -0.763 1.445
9 H -1.380 -1.194 -1.605
10 H -2.279 0.150 -0.815
11 H 0.161 0.365 -2.011
12 H 0.880 -0.132 -0.562
13 H 0.102 3.362 0.522
14 H 0.526 1.828 1.576
15 H -0.197 -3.012 0.601
16 H 0.622 -1.659 0.438
17 H 2.831 1.076 -0.651
18 H 2.730 0.544 0.786
19 O 2.775 1.419 0.262